1.
2 unconnected molecules or ions with the total composition C4H4N4S2 at a distorted geometry. Source: OMol25; level of theory: ωB97M-V/def2-TZVPD.

**Structure (SMILES)**: N#CC(=C=C=N)SN.N=S
**LUMO energy**: -0.0569 Ha
**E_tot**: -1170.015876 hartree
**HOMO**: -8.18 eV

The geometry in ORCA input format:
```
! RIJCOSX wB97M-V def2-TZVPD def2/J DEFGRID3
* xyz 0 1
C -0.15 -0.35 1.60
C -3.81 -0.74 2.09
C -1.39 -0.58 1.57
C -2.65 -0.73 1.21
N 1.06 -0.17 1.65
N -4.68 -0.86 2.83
N 4.15 0.46 0.58
N -1.50 -1.01 -1.24
S 2.70 0.57 -0.04
S -3.06 -1.06 -0.45
H 1.45 0.25 2.53
H 4.72 -0.42 0.33
H -1.48 -0.43 -2.04
H -0.86 -1.20 -0.53
*
```

2.
A molecular structure, C4H6N2OS at a distorted geometry. Source: OMol25; level of theory: ωB97M-V/def2-TZVPD.

**LUMO energy**: -0.0034 Ha
**E_tot**: -738.799756 hartree
**HOMO**: -9.14 eV

The geometry in ORCA input format:
```
! RIJCOSX wB97M-V def2-TZVPD def2/J DEFGRID3
* xyz 0 1
C -0.71 -0.82 0.01
C 1.08 0.84 -0.04
C 0.49 2.08 -0.03
C 1.53 -1.47 -0.22
H -4.10 0.16 0.93
H -0.81 -1.85 0.14
H 2.14 0.78 -0.02
H 1.09 2.93 -0.20
H -0.65 2.38 -0.29
H 1.13 -2.45 -0.19
N -1.60 0.08 0.07
N 0.75 -0.49 -0.18
O 2.78 -1.40 0.14
S -3.13 -0.76 -0.12
*
```

3.
2 unconnected molecules or ions with the total composition C6H12O2 at a distorted geometry. Source: OMol25; level of theory: ωB97M-V/def2-TZVPD.

**Structure (SMILES)**: C/C=C/CCC=O.O
**LUMO energy**: 0.0232 Ha
**E_tot**: -386.242405 hartree
**HOMO**: -9.04 eV

The geometry in ORCA input format:
```
! RIJCOSX wB97M-V def2-TZVPD def2/J DEFGRID3
* xyz 0 1
O 2.48 0.89 0.09
C 1.48 1.45 -0.28
C 0.78 1.02 -1.54
C -0.60 0.29 -1.38
C -0.57 -0.83 -0.38
C -1.69 -1.53 -0.19
C -1.75 -2.65 0.82
H 0.96 2.30 0.18
H 0.52 1.88 -2.17
H 1.42 0.43 -2.19
H -1.33 1.07 -1.15
H -0.84 0.00 -2.39
H 0.32 -1.10 0.16
H -2.65 -1.31 -0.65
H -2.73 -2.76 1.27
H -1.03 -2.45 1.62
H -1.51 -3.65 0.45
H 0.69 0.75 2.66
H -0.64 1.40 2.71
O 0.03 1.13 2.07
*
```

4.
C15H30N2O in the gas phase. Source: OMol25; level of theory: ωB97M-V/def2-TZVPD.

**Structure (SMILES)**: OC(CNC1CCCCC1)CNC1CCCCC1
**LUMO energy**: 0.0322 Ha
**E_tot**: -774.312497 hartree
**HOMO**: -8.07 eV

The geometry in ORCA input format:
```
! RIJCOSX wB97M-V def2-TZVPD def2/J DEFGRID3
* xyz 0 1
O 0.44 3.71 1.18
H 0.02 3.79 2.05
C 0.38 2.36 0.78
C -1.08 1.94 0.52
N -1.12 0.68 -0.20
H -0.73 0.80 -1.13
C -2.42 0.04 -0.30
C -3.44 0.79 -1.17
C -4.77 0.05 -1.23
C -4.56 -1.37 -1.76
C -3.56 -2.13 -0.90
C -2.23 -1.38 -0.84
H -1.53 -1.91 -0.21
H -1.80 -1.32 -1.85
H -3.40 -3.13 -1.30
H -3.96 -2.23 0.11
H -4.19 -1.32 -2.79
H -5.52 -1.90 -1.78
H -5.47 0.59 -1.86
H -5.19 -0.01 -0.22
H -3.03 0.89 -2.18
H -3.60 1.80 -0.77
H -2.82 -0.03 0.73
H -1.59 1.79 1.48
H -1.57 2.76 -0.01
C 1.06 1.45 1.83
N 1.20 0.06 1.45
H 0.32 -0.24 1.05
C 2.29 -0.23 0.53
C 1.97 -1.50 -0.25
C 3.11 -1.88 -1.18
C 4.41 -2.07 -0.39
C 4.74 -0.80 0.38
C 3.59 -0.42 1.31
H 3.84 0.49 1.86
H 3.43 -1.21 2.05
H 5.65 -0.95 0.96
H 4.92 0.01 -0.32
H 5.22 -2.32 -1.07
H 4.28 -2.90 0.31
H 2.86 -2.80 -1.72
H 3.26 -1.09 -1.92
H 1.05 -1.35 -0.83
H 1.79 -2.31 0.46
H 2.44 0.59 -0.20
H 2.04 1.87 2.06
H 0.46 1.48 2.75
H 0.94 2.32 -0.16
*
```

5.
C3HCl3O in the gas phase at a distorted geometry. Source: OMol25; level of theory: ωB97M-V/def2-TZVPD.

**Structure (SMILES)**: O=C(Cl)C=C(Cl)Cl
**LUMO energy**: -0.0287 Ha
**E_tot**: -1570.709606 hartree
**HOMO**: -10.53 eV

The geometry in ORCA input format:
```
! RIJCOSX wB97M-V def2-TZVPD def2/J DEFGRID3
* xyz 0 1
C 1.02 0.72 -0.05
C 0.16 -0.43 0.01
C -1.18 -0.36 -0.01
O 0.72 1.86 0.01
Cl 2.81 0.29 -0.01
Cl -2.02 -1.83 0.04
Cl -2.10 1.08 -0.13
H 0.57 -1.33 0.14
*
```

6.
C5H6O2S in the gas phase at a distorted geometry. Source: OMol25; level of theory: ωB97M-V/def2-TZVPD.

**Structure (SMILES)**: CC1=COC(=O)SC1
**LUMO energy**: 0.0171 Ha
**E_tot**: -742.732386 hartree
**HOMO**: -9.37 eV

The geometry in ORCA input format:
```
! RIJCOSX wB97M-V def2-TZVPD def2/J DEFGRID3
* xyz 0 1
C -1.95 0.01 -0.15
C -0.50 -0.17 0.02
C 0.24 -1.21 -0.31
C 2.45 -0.23 -0.02
C 0.18 1.13 0.54
H -2.09 0.49 -1.24
H -2.34 -0.97 -0.33
H -2.67 0.44 0.62
H -0.15 -2.20 -0.83
H 0.35 1.02 1.64
H -0.48 2.06 0.27
O 1.52 -1.21 0.12
O 3.65 -0.48 0.08
S 1.79 1.34 -0.41
*
```

7.
A molecular structure, C48H66N10O3P3S2Sr at a distorted geometry. Source: OMol25; level of theory: ωB97M-V/def2-TZVPD.

**LUMO energy**: 0.0831 Ha
**E_tot**: -4493.230067 hartree
**HOMO**: -3.74 eV

The geometry in ORCA input format:
```
! RIJCOSX wB97M-V def2-TZVPD def2/J DEFGRID3
* xyz -1 1
Sr -0.03 0.41 -1.14
S -1.29 -2.32 -1.34
C -1.46 -2.65 -3.04
C -2.50 -3.48 -3.52
C -2.65 -3.70 -4.86
C -1.75 -3.11 -5.75
C -0.73 -2.35 -5.21
N -0.57 -2.12 -3.91
H -3.17 -3.93 -2.79
H -3.46 -4.32 -5.23
H -1.83 -3.24 -6.82
H 0.01 -1.89 -5.86
C 2.64 0.24 2.48
N 1.90 1.39 2.01
C 0.73 1.65 2.42
C 0.29 3.03 2.11
C 0.37 3.99 3.08
C 0.77 5.20 2.45
C 0.90 4.91 1.12
N 0.57 3.60 0.88
C 4.11 0.50 2.29
C 4.61 0.63 1.00
C 5.94 0.95 0.80
C 6.79 1.14 1.88
C 6.30 0.99 3.17
C 4.96 0.68 3.37
H 2.34 -0.61 1.87
H 2.43 0.04 3.54
H 0.19 1.06 3.17
H 0.28 3.80 4.14
H 0.97 6.15 2.91
H 1.16 5.58 0.31
H 3.93 0.46 0.17
H 6.33 1.03 -0.21
H 7.83 1.40 1.72
H 6.96 1.13 4.02
H 4.57 0.58 4.37
C -1.64 3.40 -5.65
N -1.23 2.14 -5.03
C 0.17 1.88 -5.36
P -1.53 2.08 -3.34
O -1.16 0.64 -3.06
O -0.97 3.40 -2.76
P -0.32 3.43 -0.72
O -1.20 2.21 -0.47
N -1.25 4.78 -0.49
C -2.18 4.83 0.62
C -1.17 5.98 -1.29
N 1.34 3.68 -1.44
C 1.59 4.46 -2.66
C 1.47 2.22 -1.78
N -3.22 2.18 -3.25
C -3.85 1.05 -2.53
C -3.74 3.43 -2.69
H -1.67 3.27 -6.74
H -0.95 4.23 -5.42
H -2.64 3.67 -5.32
H 0.28 1.88 -6.45
H 0.46 0.89 -4.99
H 0.86 2.64 -4.96
H -2.24 3.87 1.13
H -3.18 5.08 0.25
H -1.87 5.59 1.35
H -0.51 5.84 -2.14
H -0.80 6.82 -0.69
H -2.16 6.25 -1.68
H 1.81 5.50 -2.38
H 0.78 4.44 -3.38
H 2.49 4.05 -3.12
H 1.41 1.89 -0.71
H 2.35 1.88 -2.31
H 0.56 1.92 -2.35
H -3.43 0.11 -2.85
H -4.92 1.07 -2.76
H -3.72 1.15 -1.45
H -3.38 4.30 -3.25
H -3.47 3.56 -1.64
H -4.83 3.41 -2.76
N 1.54 -1.33 -0.02
P 1.71 -2.77 0.48
C 1.75 -4.13 -0.77
C 1.98 -5.47 -0.46
C 2.21 -6.41 -1.47
C 2.23 -6.01 -2.79
C 2.02 -4.67 -3.11
C 1.78 -3.75 -2.10
C 3.33 -3.16 1.28
C 3.52 -3.39 2.64
C 4.79 -3.59 3.17
C 5.90 -3.56 2.34
C 5.73 -3.33 0.98
C 4.46 -3.13 0.46
C 0.56 -3.26 1.85
C -0.08 -2.18 2.46
C -0.74 -2.31 3.67
C -0.82 -3.55 4.29
C -0.24 -4.65 3.67
C 0.45 -4.50 2.48
H 2.00 -5.81 0.56
H 2.37 -7.45 -1.21
H 2.42 -6.73 -3.58
H 2.03 -4.35 -4.14
H 1.58 -2.71 -2.34
H 2.67 -3.40 3.31
H 4.91 -3.77 4.23
H 6.89 -3.71 2.75
H 6.59 -3.29 0.32
H 4.33 -2.94 -0.60
H -0.02 -1.22 1.96
H -1.16 -1.43 4.14
H -1.31 -3.66 5.24
H -0.31 -5.63 4.13
H 0.93 -5.37 2.05
C -5.19 -2.27 2.60
N -4.21 -1.28 2.20
C -3.53 -1.62 0.96
C -4.04 -0.09 2.81
S -3.28 1.21 2.08
N -4.57 0.00 4.09
C -4.68 1.32 4.69
C -4.24 -1.02 5.08
H -5.77 -2.55 1.72
H -5.87 -1.87 3.34
H -4.72 -3.18 2.98
H -3.16 -2.64 1.00
H -2.70 -0.95 0.77
H -4.22 -1.54 0.11
H -5.06 2.03 3.97
H -3.72 1.68 5.06
H -5.38 1.25 5.53
H -3.88 -1.92 4.61
H -5.12 -1.26 5.69
H -3.46 -0.64 5.75
*
```

8.
A molecular structure, C27H32N4Tl. Source: OMol25; level of theory: ωB97M-V/def2-TZVPD.

**LUMO energy**: -0.4469 Ha
**E_tot**: -1438.498723 hartree
**HOMO**: -18.26 eV

The geometry in ORCA input format:
```
! RIJCOSX wB97M-V def2-TZVPD def2/J DEFGRID3
* xyz 3 1
Tl 3.52 0.68 -3.29
N 0.78 0.83 -3.89
C 0.04 0.01 -2.98
C -1.31 0.50 -2.55
C -2.16 -0.51 -2.40
C -1.08 -2.58 -1.27
C 0.34 -2.92 -1.50
C 0.98 -4.12 -1.19
C 2.22 -4.29 -1.76
C 2.82 -3.26 -2.61
N 2.28 -2.13 -2.83
C 0.98 -1.88 -2.29
H 0.54 1.81 -3.78
H 0.57 0.58 -4.85
H -1.55 1.55 -2.43
H -3.21 -0.41 -2.15
H -1.67 -3.49 -1.14
H 0.51 -4.89 -0.60
H 2.78 -5.21 -1.60
H 3.79 -3.48 -3.04
C -0.54 4.15 2.44
C 0.92 3.75 2.67
C 1.03 2.80 3.87
C 1.75 5.00 2.95
C 1.42 3.02 1.43
C 2.48 3.44 0.65
C 2.85 2.71 -0.49
N 2.26 1.60 -0.89
C 1.23 1.14 -0.12
C 0.79 1.83 1.01
C 0.66 -0.13 -0.51
C -0.22 -0.84 0.36
C -1.16 -1.79 0.02
C -1.49 -1.84 -2.61
C -0.16 -1.48 -3.33
N 0.91 -0.50 -1.79
C -2.24 -2.16 1.01
C -1.58 -3.16 1.99
C -3.45 -2.83 0.34
C -2.74 -0.93 1.79
H -0.91 4.68 3.32
H -1.20 3.29 2.30
H -0.65 4.82 1.58
H 0.67 3.31 4.76
H 2.06 2.50 4.05
H 0.42 1.90 3.75
H 1.37 5.50 3.84
H 1.69 5.72 2.13
H 2.80 4.77 3.13
H 3.03 4.33 0.89
H 3.68 3.07 -1.09
H -0.07 1.49 1.57
H -0.30 -0.44 1.36
H -2.10 -2.54 -3.19
H -0.05 -1.81 -4.36
H -1.19 -4.04 1.48
H -2.35 -3.51 2.69
H -0.78 -2.70 2.56
H -3.24 -3.82 -0.05
H -3.89 -2.21 -0.44
H -4.22 -2.97 1.10
H -1.97 -0.45 2.39
H -3.51 -1.26 2.49
H -3.18 -0.19 1.12
*
```